1.
{"formula": "C18H38O6P2Ti", "method": "the ωB97M-V functional and the def2-TZVPD basis", "lumo_ev": -18.322, "gap_ev": 4.2, "homo_ev": -22.543, "total_charge": 4, "species": ["C", "C", "H", "H", "C", "O", "H", "H", "H", "H", "H", "O", "H", "H", "C", "C", "H", "H", "H", "H", "H", "C", "H", "H", "C", "H", "H", "C", "Ti", "H", "O", "H", "O", "C", "H", "C", "H", "H", "H", "C", "C", "H", "C", "C", "H", "H", "H", "H", "P", "H", "C", "H", "C", "H", "C", "H", "P", "O", "H", "O", "C", "H", "H", "H", "H"], "positions_angstrom": [[3.56040, -0.86578, 1.77882], [1.21922, -4.34470, -1.08827], [3.44444, 0.18516, 1.52382], [-1.74547, 2.42840, 2.64890], [-2.73473, 3.74042, -2.27940], [0.94445, -2.49262, 1.73007], [-0.94598, 4.44105, -0.08325], [-3.28911, 1.30348, -3.47422], [-4.09353, 0.87989, 0.04737], [-3.24680, 3.37380, 2.71219], [0.63127, 4.54816, 1.57222], [-3.20743, -2.80778, -0.78628], [0.31617, -3.03929, 3.59660], [0.38718, 2.78885, 1.77809], [1.86071, -5.19302, 0.00857], [-3.06922, 1.24157, -2.40248], [-3.38977, 3.35651, 0.22260], [-2.09507, 4.57973, -1.96632], [-1.79143, 4.07835, 1.98052], [-0.87070, -2.10450, 2.65113], [-4.00218, 1.41722, -1.85616], [-0.16254, -2.94066, 2.60848], [-3.68478, 3.78121, -1.72495], [1.16986, -5.53001, 0.77955], [0.67651, 3.57010, 1.06506], [2.65938, -4.62816, 0.48246], [-2.95915, 3.86328, -3.35156], [-2.83111, 2.57574, 0.76568], [-1.01090, -0.37053, -0.20690], [2.77213, 0.91209, 0.40060], [0.31061, -3.30350, -0.66561], [1.11215, 2.86783, -1.75910], [2.30955, -1.75054, -0.19088], [-0.25714, 0.19591, 1.49330], [-4.57429, 1.63957, 1.57764], [0.61333, 3.80878, -1.47439], [1.72449, 3.40019, 0.78807], [-0.25467, -5.06787, 2.44528], [-1.75111, -4.18939, 2.74805], [-3.71020, 1.33441, 0.97183], [-2.45446, -1.95250, -0.58317], [2.30746, -6.07203, -0.47359], [3.48384, -1.84216, 0.64588], [-0.83512, -4.19975, 2.16617], [-1.08476, -4.21024, 1.10631], [-0.00259, 4.14952, -2.31916], [2.77008, 1.66965, 0.41365], [2.06278, -3.94884, -1.70351], [-1.40015, 2.18767, -0.36808], [-2.72237, 0.21443, -2.20385], [-0.21654, 3.61494, -0.19096], [4.57736, -0.91739, 2.17450], [-2.07292, 2.35869, -2.08355], [1.38665, 4.56872, -1.28447], [-2.36194, 3.15334, 2.10535], [-3.16246, 0.56817, 1.54500], [0.70660, -1.94860, 0.18814], [0.02119, 0.59176, 2.60282], [0.60401, -4.95782, -1.76648], [1.08922, 0.42981, -2.38993], [0.39640, 0.14263, -1.49094], [2.81880, -1.08363, 2.55971], [4.33654, -1.73469, -0.02210], [-1.18688, 2.28260, -2.74466], [3.59494, -2.81215, 1.14428]], "atomic_forces_ev_per_a": [[-0.2030, 0.7897, 0.5421], [1.7042, -1.9917, -1.7142], [0.2689, -0.5184, 0.0822], [-0.2035, 0.2077, 0.1213], [-0.0356, 0.1152, 0.4903], [-1.3794, 1.6091, -2.3820], [-0.0214, -0.3918, -0.0623], [-0.0831, -0.2991, 0.1382], [0.0009, 0.1967, 0.2747], [0.0945, -0.0150, -0.0575], [0.0507, -0.4504, -0.0807], [3.7940, 4.2901, 1.0118], [-0.2506, 0.1212, -0.4095], [0.1074, 0.4917, -0.0264], [-0.2409, 0.5647, 0.2676], [-0.3468, 0.7594, -0.3099], [0.2975, -0.2805, -0.1361], [-0.3172, -0.2672, -0.2329], [-0.2004, -0.1607, 0.1371], [-0.1113, 0.0636, 0.1860], [0.1138, -0.2871, -0.2283], [0.3447, 0.3114, 0.3691], [0.2657, 0.1184, -0.3310], [-0.0697, -0.0863, -0.2106], [0.1340, 0.1097, 0.1924], [0.1199, -0.1359, 0.1162], [0.1259, -0.1132, 0.2568], [0.0175, -0.6456, 0.6160], [-4.3776, -0.1446, -1.4295], [-0.2686, 0.8968, -0.4467], [-1.2401, 4.3418, 1.5185], [0.0730, 0.4820, 0.0763], [-4.4456, 0.7996, -0.6041], [3.1740, 4.6546, 11.6016], [0.1081, -0.3999, -0.0391], [-0.2381, -0.0383, -0.1403], [-0.3537, 0.0816, 0.0319], [0.0143, -0.2632, -0.1124], [-0.3143, -0.4858, 0.0479], [-0.1438, 0.1247, -0.2735], [-4.8288, -5.3354, -1.2305], [-0.1286, 0.2077, -0.0234], [1.6028, -0.2551, 1.5318], [-0.1698, 0.2752, 0.3276], [-0.0278, -0.1184, 0.0431], [0.3566, -0.0718, 0.2408], [-0.1691, -0.3173, -0.3117], [-0.8465, 0.2249, 0.3792], [-0.2424, 2.4327, -0.0444], [0.2154, -0.3400, 0.0613], [0.8760, -0.2869, -0.0754], [-0.1439, -0.2638, 0.2790], [0.4802, -0.6715, -0.6905], [-0.2483, -0.2554, -0.0780], [0.2071, -0.0691, -0.1902], [0.0299, -0.1242, 0.2764], [7.4300, -7.1218, 1.7812], [-1.8843, -3.2612, -8.4325], [0.0746, 0.3439, 0.3610], [-3.6453, -1.6933, 4.9552], [5.8634, 2.7205, -7.2128], [0.4593, -0.1246, -0.0212], [-0.3071, 0.1246, -0.3612], [-0.3487, 0.0213, 0.2626], [-0.5692, -0.1959, -0.6782]], "mulliken_charge": [-1.2053, -0.2127, 0.4011, 0.3034, -1.5521, -0.3494, 0.8675, 0.5200, 0.2079, 0.4582, 0.3300, -0.0120, 0.4525, 0.2965, -0.8263, -1.4780, 0.3662, 0.4025, 0.3944, 0.1194, 0.3663, -0.0302, 0.4652, 0.2234, -1.4498, 0.1414, 0.4593, 0.6095, -1.3061, -0.2477, -0.3517, 0.3285, -0.4008, 0.8500, 0.5182, -1.5653, 0.4012, 0.3180, 0.4436, -1.3338, 0.4555, 0.4410, 0.0201, -1.1744, 0.2895, 0.3537, 0.1532, 0.3181, 0.3654, 0.3000, 0.3258, 0.4592, 0.5414, 0.4699, -1.3279, 0.3235, 1.3254, -0.1354, 0.4601, -0.0945, 0.7750, 0.2222, 0.4628, 0.6270, 0.1204]}

***

2.
{"formula": "C25H33N3O3PV", "method": "the ωB97M-V functional and the def2-TZVPD basis", "spin_multiplicity": 3, "lumo_ev": [-0.274, -0.287], "gap_ev": [6.8, 7.2], "homo_ev": [-7.051, -7.489], "total_charge": 0, "species": ["C", "H", "H", "C", "C", "H", "C", "H", "H", "H", "H", "C", "O", "C", "H", "H", "O", "C", "H", "H", "H", "C", "H", "H", "H", "C", "C", "C", "C", "H", "H", "C", "C", "N", "H", "H", "C", "C", "H", "H", "C", "O", "H", "H", "H", "C", "V", "C", "H", "H", "N", "H", "H", "C", "C", "H", "H", "C", "N", "H", "C", "H", "C", "H", "C", "P"], "positions_angstrom": [[-0.61008, 0.09619, 3.29236], [5.48850, 4.58448, 1.43286], [-4.73262, -3.59867, -1.93405], [-0.24238, -0.36365, 2.03870], [1.15629, 2.77590, 0.54157], [7.61909, 3.75370, 1.81237], [3.06144, 2.34528, 3.45163], [4.63235, 0.88896, 3.43456], [1.44110, 0.50931, -1.94190], [0.10296, -2.16552, -4.73500], [-4.95066, -1.41707, -1.19859], [1.20871, 0.92823, -0.97158], [-0.45427, -1.57306, 1.60388], [5.19618, 2.65913, 2.37461], [-1.08871, -0.58512, 3.98320], [-0.34541, -0.82034, -3.68927], [1.33098, -3.05027, -0.70205], [0.36944, 0.58650, 1.15171], [-3.25575, -0.38237, 0.46590], [2.39254, 1.72153, 4.02864], [-3.51430, -4.63602, -2.68389], [-1.45188, -2.65341, -3.31666], [-4.15246, -2.61444, 0.51101], [-4.32541, -5.14744, -1.21158], [-1.20589, -3.72060, -3.26995], [1.46182, 2.27901, -0.69431], [7.30027, 2.84087, 1.30226], [3.56801, 4.41680, 2.34838], [0.23064, 2.32922, 2.83226], [-3.46582, -2.97956, -4.11519], [-0.71740, 1.77453, 4.63587], [-2.84599, 0.13878, -0.40060], [4.82082, 3.94067, 1.98641], [0.34357, 3.68386, 3.29865], [-2.79393, -1.38245, -4.46045], [3.27115, 5.42748, 2.09465], [-0.39448, 1.43209, 3.66004], [-3.31560, -3.31529, 0.53873], [1.32694, 3.82070, 0.76139], [0.63896, -2.14829, -3.04756], [-3.90922, -4.28114, -1.73126], [6.40012, 2.09656, 2.10009], [-4.91097, 0.05670, -2.15048], [-3.67021, -4.22575, 1.02561], [-4.58511, -1.48993, -2.92397], [2.67086, 3.62115, 3.04568], [0.24884, -1.97131, -0.22483], [-2.95362, -0.70712, -1.67103], [-3.40703, 1.06756, -0.52691], [1.88656, 2.91285, -1.45958], [1.43615, 4.25693, 3.39306], [6.85924, 3.09563, 0.33515], [-2.48890, -0.14131, -2.48829], [-2.81985, -3.64520, -0.86903], [-0.18317, -1.90313, -3.71384], [-2.53191, -2.87804, 1.16029], [8.16474, 2.20302, 1.14054], [-2.55027, -2.44158, -4.35446], [0.67098, 0.10635, -0.09221], [-2.20652, -2.79069, -5.33063], [-4.42978, -0.91456, -2.01425], [-2.01638, -4.38535, -0.76725], [4.31611, 1.87463, 3.12076], [-1.81573, 0.39877, -0.17095], [0.60433, 1.92517, 1.52524], [-1.87796, -2.21992, -1.56642]], "atomic_forces_ev_per_a": [[0.0085, -0.0002, -0.0052], [0.0202, -0.0335, 0.0029], [-0.0105, 0.0217, 0.0062], [-0.0150, 0.1329, 0.1589], [-0.0434, 0.0105, -0.0219], [-0.0156, 0.0120, -0.0215], [0.0922, -0.0437, -0.0047], [0.0392, 0.0033, -0.0170], [0.0211, -0.0262, -0.0506], [0.0119, 0.0046, 0.0095], [-0.0013, -0.0062, -0.0023], [-0.0566, -0.2042, 0.0147], [-0.0006, -0.1808, 0.0555], [0.0214, 0.0018, 0.0180], [0.0054, -0.0308, -0.0337], [-0.0041, -0.0044, 0.0001], [0.1573, -0.2067, -0.1118], [-0.0020, 0.0216, 0.0608], [0.0107, -0.0189, -0.0051], [0.0361, 0.0203, -0.0031], [-0.0109, 0.0070, 0.0153], [-0.0972, -0.1203, 0.0663], [-0.0109, -0.0158, -0.0127], [0.0240, 0.0048, 0.0202], [-0.0152, 0.0083, 0.0343], [-0.0043, 0.0113, 0.0312], [0.0644, 0.0053, 0.0027], [-0.0498, -0.0426, 0.1108], [-0.1247, -0.0412, -0.0680], [0.0042, 0.0158, -0.0216], [-0.0059, 0.0167, -0.0035], [0.0388, 0.0107, 0.0318], [-0.0243, 0.0053, -0.0168], [0.0343, -0.0218, 0.2812], [0.0027, -0.0023, 0.0080], [0.0153, -0.0139, -0.0064], [-0.0305, 0.0142, -0.0856], [-0.0508, 0.0521, 0.0630], [-0.0259, -0.0047, 0.0179], [0.1432, -0.0351, 0.0543], [-0.0023, -0.0381, -0.0269], [-0.0188, -0.0160, -0.0555], [0.0264, 0.0144, 0.0069], [0.0020, -0.0010, -0.0058], [0.0027, -0.0003, 0.0175], [0.2929, 0.0772, 0.0325], [-0.3593, -0.0192, -0.0845], [-0.0907, -0.0202, -0.0120], [-0.0077, -0.0100, -0.0032], [0.0034, -0.0225, -0.0192], [-0.1566, 0.1062, -0.2560], [-0.0154, 0.0090, 0.0106], [0.0365, -0.0082, 0.0100], [-0.0179, -0.1391, -0.1237], [-0.0524, 0.1100, -0.1452], [0.0236, -0.0090, -0.0231], [-0.0131, -0.0121, 0.0253], [-0.0369, -0.0181, -0.0598], [0.3076, 0.5786, 0.0208], [0.0216, -0.0007, 0.0079], [-0.0316, -0.0539, -0.0356], [0.0073, 0.0150, 0.0222], [-0.1168, -0.0104, 0.0550], [-0.0018, 0.0181, -0.0035], [-0.0293, 0.0161, 0.0077], [0.0753, 0.1075, 0.0654]], "lowdin_spin": [0.0015, 0.0000, 0.0001, 0.0051, 0.0120, 0.0000, 0.0001, 0.0000, 0.0021, 0.0007, 0.0000, 0.0180, 0.0296, 0.0001, 0.0002, 0.0010, -0.1060, 0.0117, 0.0000, 0.0000, 0.0001, 0.0013, 0.0001, 0.0004, 0.0002, -0.0010, 0.0000, 0.0003, 0.0024, 0.0000, -0.0001, 0.0014, 0.0001, 0.0005, 0.0000, 0.0000, -0.0018, 0.0036, 0.0006, 0.0050, 0.0018, 0.0000, 0.0001, 0.0000, 0.0000, 0.0002, 1.9279, 0.0026, 0.0000, -0.0004, 0.0005, 0.0000, 0.0002, 0.0112, 0.0097, 0.0024, 0.0000, -0.0003, 0.0163, 0.0001, 0.0002, 0.0030, 0.0000, 0.0011, 0.0007, 0.0335]}

***

3.
{"formula": "C5H12NS", "method": "the ωB97M-V functional and the def2-TZVPD basis", "lumo_ev": 3.414, "gap_ev": 5.9, "smiles": "CCCNCC[S-]", "homo_ev": -2.488, "total_charge": -1, "species": ["H", "H", "H", "H", "H", "H", "C", "C", "N", "H", "C", "H", "H", "S", "C", "C", "H", "H", "H"], "positions_angstrom": [[0.47135, -0.12969, -1.40581], [-0.51832, -0.81060, 1.45700], [1.94909, -0.38439, 0.17997], [0.29615, -2.31787, -0.18409], [0.07416, -2.90359, 1.41280], [1.09322, -0.90650, 2.39024], [-1.53386, 1.99502, -1.36346], [0.54960, -0.91536, 1.42792], [1.19088, 0.14498, 0.61313], [0.98703, 1.44376, -1.15033], [0.47795, 0.62843, -0.56724], [-1.43857, 0.12741, 0.07852], [-1.40021, 1.37527, -2.27518], [2.46400, -3.01429, 0.92880], [-0.96453, 1.05700, -0.24345], [0.78086, -2.34922, 0.80226], [-0.95846, 2.89432, -1.61906], [-2.53584, 2.32698, -1.07697], [-0.98450, 1.73837, 0.59496]], "atomic_forces_ev_per_a": [[-0.5222, 0.0470, 0.7161], [-0.4788, 0.4802, 0.6595], [0.6347, 0.2323, 0.6180], [0.4433, -0.1405, -0.2580], [-0.0623, -0.7913, 0.1237], [-0.7871, 0.0339, -0.1503], [0.3144, -1.9823, -0.3659], [1.7352, -0.9709, -1.2542], [0.4490, 0.2080, -0.8613], [0.0816, -0.1545, 1.2835], [-0.6242, -0.1132, -1.0996], [-1.0074, 0.4883, -0.7222], [-1.1484, 0.5165, 0.0028], [-0.2565, 0.3158, -0.3775], [1.3244, 1.5885, -0.4485], [-0.7661, 1.0351, 1.0505], [0.3167, -0.2197, 0.8455], [-0.1174, -0.3380, -0.6857], [0.4710, -0.2352, 0.9237]], "mulliken_charge": [0.2890, 0.2394, 0.2423, 0.2627, 0.2544, 0.3155, -1.2760, -0.5934, -0.3918, 0.3153, -0.5474, 0.2786, 0.3176, -0.6017, -0.2300, -0.8109, 0.3129, 0.3403, 0.2832]}